# 1
A cluster of 15 separate species, C4H28BO22 in total. Source: OMol25; level of theory: the ωB97M-V functional and the def2-TZVPD basis.

E_HOMO: -7.409 eV
molecular weight: 439.1 u
LUMO energy: 1.17 eV
orbital gap: 8.58 eV
relative energy (zero: lowest compared OMol25 entry of this formula, charge and spin): 252.0 kJ/mol

Structure (ORCA input):
```
! RIJCOSX wB97M-V def2-TZVPD def2/J DEFGRID3
* xyz -1 1
O 3.618 -1.453 -0.650
C 2.740 -1.299 0.238
O 2.289 -0.167 0.546
B 0.939 -0.406 1.145
O 0.889 -1.876 1.238
C 1.863 -2.318 0.634
O 1.979 -3.459 0.234
O -0.163 0.216 0.355
C -0.873 0.803 1.171
O -2.019 1.188 0.978
C -0.289 0.842 2.450
O 0.800 0.225 2.450
O -0.615 1.622 3.325
O -0.521 -4.474 -0.274
H -0.913 -3.673 -0.689
H 0.393 -4.264 -0.091
O -2.150 4.121 1.317
H -1.893 3.565 0.600
H -2.593 3.549 1.950
O 4.968 -2.514 -2.757
H 5.108 -3.466 -2.749
H 4.577 -2.472 -1.847
O 0.624 4.005 2.107
H 0.360 3.470 2.833
H 1.420 3.615 1.751
O -3.325 2.499 3.512
H -3.818 1.904 2.907
H -2.529 2.064 3.650
O -3.553 -0.009 -0.757
H -3.764 0.555 -1.516
H -2.750 0.352 -0.362
O -4.498 3.242 0.085
H -4.812 2.504 0.622
H -3.548 3.298 -0.016
O -1.369 -2.145 -1.204
H -0.466 -1.952 -1.350
H -1.803 -1.710 -0.460
O 4.896 1.458 -1.492
H 4.416 1.538 -2.311
H 4.874 0.511 -1.356
O 1.133 -2.100 -2.341
H 1.656 -1.352 -2.247
H 1.591 -2.875 -2.693
O 2.448 2.727 0.420
H 2.119 2.860 -0.529
H 2.755 1.805 0.483
O 2.470 -4.684 -2.288
H 2.447 -4.510 -1.331
H 2.686 -5.649 -2.291
O -0.918 1.133 -2.175
H -0.340 0.645 -1.613
H -1.368 0.474 -2.734
O -4.996 0.877 1.372
H -5.811 0.801 0.901
H -4.370 0.356 0.860
*
```



# 2
A structure of composition C3H10CaClF2IKLiO7Si2. Source: OMol25; level of theory: the ωB97M-V functional and the def2-TZVPD basis.

E_HOMO: -6.920 eV
molecular weight: 500.7 u
LUMO energy: -5.05 eV
orbital gap: 1.87 eV

Structure (ORCA input):
```
! RIJCOSX wB97M-V def2-TZVPD def2/J DEFGRID3
* xyz 0 1
Si 3.982 3.124 -1.038
O 2.459 3.594 -1.777
Si 1.068 3.067 -0.843
Cl 0.708 0.956 -0.857
I -0.977 4.106 -1.896
H 3.940 1.884 -0.270
H 4.508 4.255 -0.230
H 4.925 2.890 -2.161
H 1.056 3.547 0.541
O 1.292 7.127 -1.802
H 1.155 6.199 -1.862
Li 1.823 -0.565 0.322
K -0.877 3.310 -4.328
O 3.298 -1.524 -2.040
H 3.949 -0.993 -2.461
Ca 1.223 -1.499 2.789
C -4.048 -4.961 2.434
C -3.595 -3.541 2.399
O -2.194 -3.645 2.293
C -1.974 -4.818 1.635
O -0.913 -5.123 1.115
O -3.090 -5.608 1.621
F -3.889 -2.912 3.559
H -4.019 -5.390 3.441
H -5.056 -5.086 2.029
H -3.987 -2.966 1.554
O -2.308 1.149 -0.211
H -1.604 1.728 -0.440
F 3.144 1.696 -3.518
*
```



# 3
A cluster of 3 separate species, C28H53BI3N7O6P in total. Source: OMol25; level of theory: the ωB97M-V functional and the def2-TZVPD basis.

E_HOMO: -9.233 eV
molecular weight: 1006.3 u
LUMO energy: -3.66 eV
orbital gap: 5.58 eV

Structure (ORCA input):
```
! RIJCOSX wB97M-V def2-TZVPD def2/J DEFGRID3
* xyz 1 1
C 7.330 -3.122 3.426
C 5.955 -3.457 2.711
O 5.755 -4.599 2.413
O 5.074 -2.380 2.559
C 4.195 -2.510 1.460
N 4.312 -1.365 0.460
C 5.755 -1.487 0.030
I 7.382 -0.340 0.948
C 6.219 -2.353 -0.937
C 7.752 -2.448 -1.332
I 4.956 -3.713 -2.001
C 4.316 0.013 1.115
C 2.780 0.507 1.166
P 3.070 2.332 1.674
N 3.700 3.178 0.489
B 1.834 -0.011 2.346
O 0.503 -0.470 2.229
O 2.407 -0.044 3.660
C 2.433 0.227 -0.353
C 0.971 0.399 -0.889
C 0.707 1.983 -0.961
C -0.366 2.390 -2.051
C -1.280 3.524 -1.406
C -2.319 2.965 -0.355
C -3.750 3.662 -0.475
C -4.667 3.158 0.737
C -5.331 1.784 0.274
C -6.047 1.041 1.493
C -5.739 -0.502 1.367
C -6.817 -1.343 2.181
C -8.010 -1.850 1.271
N -7.483 -2.587 0.107
C -7.518 -2.121 -1.204
C -6.900 -3.056 -2.129
C -6.474 -4.206 -1.265
C -6.855 -3.838 0.101
C 3.207 -1.183 -0.539
I 1.596 -2.641 -0.653
H 7.397 -2.004 3.568
H 8.204 -3.550 2.886
H 7.208 -3.533 4.472
H 3.152 -2.563 1.898
H 4.310 -3.447 0.859
H 7.998 -1.456 -1.796
H 7.887 -3.218 -2.145
H 8.391 -2.700 -0.448
H 4.652 0.089 2.174
H 4.702 0.766 0.366
H 4.013 2.278 2.736
H 1.803 2.826 2.141
H 3.073 3.962 0.286
H 0.513 -1.390 1.895
H 2.495 -0.977 3.929
H 3.056 0.932 -0.984
H 0.850 0.019 -1.945
H 0.171 0.011 -0.204
H 1.670 2.520 -1.167
H 0.328 2.310 0.053
H -0.973 1.532 -2.443
H 0.202 2.921 -2.872
H -0.651 4.305 -0.885
H -1.869 4.075 -2.193
H -2.484 1.869 -0.531
H -1.999 3.115 0.719
H -3.676 4.783 -0.482
H -4.224 3.314 -1.437
H -3.992 2.929 1.607
H -5.434 3.934 1.014
H -4.485 1.142 -0.084
H -6.031 1.986 -0.582
H -7.151 1.260 1.401
H -5.634 1.436 2.465
H -5.662 -0.823 0.290
H -4.734 -0.723 1.836
H -6.343 -2.206 2.733
H -7.260 -0.639 2.937
H -8.651 -2.510 1.919
H -8.630 -0.991 0.904
H -7.948 -1.137 -1.497
H -6.806 -2.927 -3.232
H -5.962 -5.132 -1.601
H -6.664 -4.509 0.975
H 3.653 -1.088 -1.559
C -4.108 7.209 1.402
O -3.030 6.638 1.452
N -5.076 7.031 2.342
N -4.434 8.072 0.401
H -5.967 7.490 2.319
H -4.871 6.401 3.097
H -3.743 8.228 -0.313
H -5.313 8.551 0.340
C 7.312 -5.302 -5.490
O 8.208 -5.435 -4.673
N 6.047 -4.937 -5.133
N 7.496 -5.504 -6.822
H 5.292 -4.819 -5.783
H 5.882 -4.781 -4.153
H 8.417 -5.774 -7.122
H 6.772 -5.399 -7.508
*
```



# 4
An isolated molecule of CH6Cl2Si2. Source: OMol25; level of theory: the ωB97M-V functional and the def2-TZVPD basis.

E_HOMO: -8.448 eV
molecular weight: 145.1 u
LUMO energy: -0.31 eV
orbital gap: 8.14 eV
relative energy (zero: lowest compared OMol25 entry of this formula, charge and spin): 530.5 kJ/mol

Structure (ORCA input):
```
! RIJCOSX wB97M-V def2-TZVPD def2/J DEFGRID3
* xyz 0 1
C 0.352 0.132 -1.368
Si -0.640 1.153 -0.015
Si -0.171 -1.400 1.598
Cl 1.252 -1.215 -0.567
Cl -0.800 -0.557 -2.583
H 1.104 0.677 -1.839
H -0.770 2.587 -0.518
H -2.090 0.716 0.191
H 0.455 1.549 0.975
H 1.020 -0.809 2.427
H 0.286 -2.832 1.699
*
```



# 5
An isolated molecule of C4H7N3O. Source: OMol25; level of theory: the ωB97M-V functional and the def2-TZVPD basis.

E_HOMO: -9.730 eV
molecular weight: 113.1 u
LUMO energy: 0.62 eV
orbital gap: 10.35 eV
SMILES: C/C(=N\O)[C@H](N)C#N
relative energy (zero: lowest compared OMol25 entry of this formula, charge and spin): 279.1 kJ/mol

Structure (ORCA input):
```
! RIJCOSX wB97M-V def2-TZVPD def2/J DEFGRID3
* xyz 0 1
C -0.368 -0.705 0.798
C -0.401 0.957 -1.263
C 0.323 -0.045 -0.392
N -1.698 -0.153 1.091
O 2.218 0.293 -1.567
N 1.607 -0.294 -0.454
C 0.622 -0.583 1.949
N 1.211 -0.531 2.951
H 3.158 0.065 -1.441
H -0.461 -1.773 0.576
H -2.094 -0.642 1.894
H -2.335 -0.206 0.301
H -1.377 0.552 -1.546
H -0.547 1.889 -0.712
H 0.142 1.176 -2.185
*
```